(1)
The following is a quantum chemistry calculation of a 2-piece molecular cluster, C14H16O overall in a non-equilibrium geometry, from the Open Molecules 2025 dataset.

## Properties
- orbital gap (alpha / beta) (eV) = 7.70 / 3.87
- E_tot (a.u.) = -617.94784
- relative energy (zero: lowest compared OMol25 entry of this formula, charge and spin) (eV) = 2.395
- multiplicity = 2
- net charge = +1
- ⟨S²⟩ = 0.766

Each line ends with the Mulliken charge.
Positions of all 31 atoms, in Å:
C1 0.207 3.035 -4.336  -1.333
C2 -0.420 -0.445 -1.810  -0.534
C3 -1.032 0.745 -1.498  -0.414
C4 0.540 -0.461 -2.900  -0.786
C5 -0.724 1.877 -2.370  -0.325
C6 0.697 0.602 -3.776  -0.398
C7 0.056 1.806 -3.448  0.805
H1 -0.617 -1.245 -1.110  0.605
H2 -1.718 0.940 -0.589  0.326
H3 0.891 -1.450 -3.082  0.427
H4 -1.134 2.838 -2.108  0.361
H5 1.202 0.507 -4.765  0.287
H6 -0.724 3.698 -4.375  0.333
H7 0.401 2.588 -5.292  0.367
H8 1.112 3.583 -4.158  0.301
C8 -1.797 -0.070 4.435  -1.372
C9 0.971 -1.381 1.609  0.847
C10 0.922 -0.020 1.870  -0.414
C11 0.166 -2.368 2.173  -0.611
C12 0.115 0.476 2.892  -0.675
C13 -0.728 -1.830 3.067  -0.384
C14 -0.674 -0.415 3.515  0.899
O1 1.781 -1.993 0.585  -0.442
H9 1.542 0.693 1.376  0.402
H10 2.447 -1.316 0.207  0.392
H11 -0.014 -3.377 1.893  0.474
H12 0.301 1.552 3.210  0.337
H13 -1.436 -2.491 3.526  0.414
H14 -2.766 -0.298 4.055  0.374
H15 -1.640 1.016 4.597  0.345
H16 -1.898 -0.594 5.398  0.394


(2)
The following is a quantum chemistry calculation of C47H59O6PdTe as an isolated structure in a non-equilibrium geometry, from the Open Molecules 2025 dataset.

## Properties
- orbital gap (alpha / beta) (eV) = 6.09 / 4.12
- E_tot (a.u.) = -2673.73921
- multiplicity = 5
- net charge = -1
- ⟨S²⟩ = 6.013

Each line ends with the Mulliken charge.
Positions of all 114 atoms, in Å:
Pd1 0.032 -0.473 -0.627  1.452
C1 2.837 -2.428 0.763  -1.372
O1 2.193 -1.168 0.637  0.232
C2 2.548 -0.218 1.575  0.401
C3 3.147 0.954 1.131  -0.295
C4 3.272 1.242 -0.347  -0.734
C5 2.447 2.430 -0.794  0.353
C6 3.028 3.469 -1.494  -0.797
C7 2.289 4.540 -2.000  -0.227
C8 0.914 4.492 -1.806  -0.261
C9 0.279 3.460 -1.121  0.672
C10 -1.241 3.427 -1.142  -1.328
C11 -1.979 3.074 0.124  0.096
C12 -2.307 4.064 1.035  -0.466
C13 -3.050 3.802 2.184  0.140
C14 -3.403 2.483 2.425  -0.362
C15 -3.055 1.447 1.561  0.670
C16 -3.258 0.014 2.015  -1.369
C17 -2.236 -0.286 3.088  0.355
C18 -2.517 -0.031 4.417  -0.915
C19 -1.581 -0.212 5.434  -0.344
C20 -0.338 -0.693 5.042  -0.589
C21 -0.020 -0.979 3.723  0.488
C22 1.349 -1.520 3.386  -1.199
C23 2.258 -0.405 2.922  0.514
C24 2.724 0.535 3.830  -0.710
C25 3.412 1.679 3.433  -0.002
C26 3.584 1.882 2.069  -0.351
C27 3.936 2.649 4.490  2.295
C28 2.771 3.182 5.335  -1.588
C29 4.933 1.904 5.393  -1.759
C30 4.664 3.844 3.870  -2.289
C31 -0.960 -0.772 2.672  0.617
O2 -0.711 -1.055 1.437  -1.239
C32 -1.939 0.139 6.875  2.340
C33 -2.244 1.642 6.972  -1.475
C34 -0.803 -0.181 7.848  -2.171
C35 -3.179 -0.654 7.322  -1.857
C36 -2.407 1.769 0.375  -0.189
O3 -2.135 0.809 -0.583  -0.132
C37 -3.241 0.079 -1.116  -1.244
C38 -3.464 4.953 3.099  2.183
C39 -2.227 5.734 3.558  -1.705
C40 -4.406 5.883 2.317  -1.831
C41 -4.204 4.460 4.345  -1.975
C42 1.042 2.412 -0.543  -0.242
O4 0.496 1.484 0.192  -0.952
C43 2.991 5.663 -2.761  2.254
C44 2.013 6.724 -3.268  -2.160
C45 3.731 5.081 -3.976  -1.702
C46 4.010 6.351 -1.840  -1.670
H1 3.464 -2.457 1.655  0.492
H2 3.452 -2.598 -0.123  0.222
H3 2.085 -3.215 0.819  0.242
H4 2.936 0.360 -0.897  0.069
H5 4.319 1.417 -0.607  0.465
H6 4.102 3.438 -1.653  0.349
H7 0.284 5.279 -2.205  0.453
H8 -1.538 2.709 -1.914  0.320
H9 -1.583 4.409 -1.474  0.510
H10 -1.974 5.074 0.819  0.543
H11 -3.923 2.212 3.334  0.305
H12 -3.095 -0.689 1.202  0.271
H13 -4.268 -0.123 2.409  0.702
H14 -3.514 0.325 4.664  0.303
H15 0.432 -0.867 5.788  0.414
H16 1.234 -2.271 2.607  0.150
H17 1.772 -1.997 4.275  0.677
H18 2.486 0.378 4.877  0.315
H19 4.049 2.787 1.698  0.631
H20 2.201 2.368 5.783  0.190
H21 2.089 3.762 4.710  0.399
H22 3.142 3.825 6.138  0.464
H23 4.441 1.104 5.947  0.302
H24 5.387 2.593 6.111  0.467
H25 5.725 1.459 4.788  0.362
H26 4.007 4.414 3.212  0.410
H27 5.536 3.518 3.298  0.409
H28 5.008 4.510 4.665  0.450
H29 -1.379 2.226 6.651  0.276
H30 -2.496 1.925 8.000  0.461
H31 -3.084 1.908 6.329  0.233
H32 0.100 0.384 7.605  0.273
H33 -0.564 -1.246 7.833  0.438
H34 -1.104 0.087 8.864  0.446
H35 -4.064 -0.358 6.756  0.295
H36 -3.382 -0.482 8.384  0.465
H37 -3.019 -1.722 7.165  0.390
H38 -4.143 0.251 -0.532  0.473
H39 -2.987 -0.982 -1.112  0.217
H40 -3.416 0.411 -2.144  0.260
H41 -1.665 6.131 2.712  0.310
H42 -1.561 5.082 4.127  0.357
H43 -2.522 6.572 4.195  0.475
H44 -3.903 6.319 1.454  0.336
H45 -4.764 6.694 2.957  0.454
H46 -5.269 5.320 1.955  0.374
H47 -3.584 3.772 4.923  0.295
H48 -5.133 3.954 4.076  0.355
H49 -4.454 5.310 4.983  0.481
H50 1.285 6.291 -3.957  0.395
H51 2.560 7.505 -3.801  0.437
H52 1.477 7.192 -2.440  0.398
H53 3.038 4.534 -4.618  0.346
H54 4.518 4.393 -3.666  0.327
H55 4.191 5.882 -4.562  0.465
H56 3.511 6.763 -0.961  0.359
H57 4.514 7.165 -2.369  0.451
H58 4.768 5.644 -1.499  0.318
O5 1.202 -2.306 -1.710  -0.566
C47 0.154 -2.993 -1.663  -0.087
O6 -0.949 -2.608 -1.224  -0.508
H59 0.218 -4.033 -2.050  0.369
Te1 -0.073 0.394 -2.994  0.184


(3)
The following is a quantum chemistry calculation of C55H43F2P3ReSi as an isolated structure in a non-equilibrium geometry, from the Open Molecules 2025 dataset.

## Properties
- orbital gap (alpha / beta) (eV) = 5.72 / 6.20
- E_tot (a.u.) = -3712.60430
- multiplicity = 4
- net charge = +2
- ⟨S²⟩ = 3.783

Each line ends with the Mulliken charge.
Positions of all 105 atoms, in Å:
Re1 0.061 -0.467 -0.127  0.854
C1 -3.846 -0.836 4.687  -0.576
C2 -2.990 -1.911 4.485  -0.828
C3 -1.832 -1.747 3.717  -0.617
C4 -1.491 -0.493 3.169  0.279
C5 -2.435 0.544 3.199  -0.355
C6 -3.561 0.386 4.036  -0.852
P1 0.038 -0.247 2.307  2.124
C7 1.265 -1.112 3.374  1.325
C8 1.028 -1.231 4.746  -0.535
C9 1.964 -1.854 5.598  -0.848
C10 3.108 -2.490 5.058  -0.812
C11 3.306 -2.369 3.655  -1.050
C12 2.453 -1.666 2.788  -0.902
C13 0.249 1.545 2.584  -0.643
C14 0.452 1.870 3.935  -0.545
C15 0.843 3.144 4.266  -0.986
C16 1.047 4.101 3.292  -0.539
C17 0.823 3.832 1.950  -0.812
C18 0.442 2.570 1.589  0.993
Si1 0.067 2.004 -0.187  2.054
C19 -1.580 2.351 -1.062  0.842
C20 -1.958 3.654 -1.386  -0.912
C21 -3.094 3.950 -2.142  -0.943
C22 -3.913 2.882 -2.548  -0.981
C23 -3.706 1.627 -2.050  -0.286
C24 -2.523 1.288 -1.383  -0.584
P2 -2.138 -0.467 -1.016  2.011
C25 -2.615 -1.298 -2.571  1.137
C26 -1.602 -1.358 -3.552  -0.381
C27 -1.969 -1.561 -4.897  -0.326
C28 -3.269 -1.758 -5.286  -0.924
C29 -4.228 -1.813 -4.302  -0.691
C30 -3.937 -1.521 -2.962  -0.573
C31 -3.647 -0.901 0.013  0.478
C32 -3.885 -2.250 0.200  -0.552
C33 -5.107 -2.664 0.666  -0.893
C34 -5.939 -1.747 1.265  -0.405
C35 -5.631 -0.392 1.217  -0.659
C36 -4.452 0.057 0.616  -0.554
C37 1.412 2.586 -1.311  0.212
C38 1.481 3.916 -1.689  -0.503
C39 2.495 4.376 -2.549  -0.956
C40 3.373 3.422 -3.104  -0.965
C41 3.178 2.038 -2.935  -0.714
C42 2.219 1.637 -1.978  0.729
P3 2.321 -0.038 -1.281  2.221
C43 2.581 -1.047 -2.758  0.613
C44 1.776 -0.796 -3.888  -1.522
C45 1.909 -1.592 -5.029  -0.681
C46 2.804 -2.623 -5.057  -0.661
C47 3.540 -2.974 -3.903  -0.894
C48 3.341 -2.234 -2.754  -0.740
C49 3.979 -0.019 -0.523  0.393
C50 3.966 0.336 0.844  -0.903
C51 5.145 0.309 1.533  -0.600
C52 6.370 0.085 0.947  -0.774
C53 6.451 -0.157 -0.394  -0.762
C54 5.237 -0.193 -1.156  -0.314
H1 -4.682 -0.855 5.389  0.478
H2 -3.116 -2.876 4.990  0.479
H3 -1.190 -2.573 3.501  0.632
H4 -2.312 1.485 2.648  0.514
H5 -4.248 1.223 4.206  0.450
H6 0.152 -0.684 5.125  0.304
H7 1.813 -1.784 6.673  0.446
H8 3.891 -2.912 5.730  0.363
H9 4.250 -2.820 3.237  0.369
H10 2.595 -1.624 1.728  0.736
H11 0.305 1.134 4.716  0.226
H12 1.221 3.419 5.275  0.356
H13 1.591 5.058 3.534  0.319
H14 0.993 4.662 1.209  0.293
H15 -1.314 4.485 -1.093  0.322
H16 -3.406 4.972 -2.354  0.427
H17 -4.723 3.076 -3.249  0.452
H18 -4.402 0.852 -2.313  0.542
H19 -0.504 -1.343 -3.276  0.027
H20 -1.164 -1.588 -5.660  0.260
H21 -3.518 -2.111 -6.277  0.402
H22 -5.285 -1.974 -4.561  0.391
H23 -4.792 -1.609 -2.299  0.236
H24 -3.139 -2.943 -0.118  0.504
H25 -5.386 -3.756 0.742  0.378
H26 -6.829 -2.063 1.800  0.448
H27 -6.305 0.347 1.706  0.374
H28 -4.220 1.128 0.457  0.355
H29 0.773 4.687 -1.369  0.116
H30 2.544 5.451 -2.836  0.426
H31 4.160 3.726 -3.748  0.506
H32 3.796 1.311 -3.509  0.345
H33 1.105 0.038 -3.867  0.933
H34 1.358 -1.356 -5.965  0.446
H35 2.812 -3.201 -5.985  0.418
H36 4.287 -3.779 -3.953  0.447
H37 3.848 -2.441 -1.809  0.631
H38 2.993 0.593 1.310  0.520
H39 5.094 0.514 2.578  0.552
H40 7.231 0.071 1.644  0.387
H41 7.348 -0.396 -0.922  0.487
H42 5.234 -0.430 -2.242  0.403
F1 0.633 -3.189 -1.429  -0.241
C55 0.503 -2.549 -0.224  -0.596
F2 -0.628 -3.137 0.506  -0.296
H43 1.258 -2.920 0.393  0.716


(4)
The following is a quantum chemistry calculation of C4H5NO in the gas phase, from the Open Molecules 2025 dataset.

## Properties
- orbital gap (eV) = 10.44
- E_tot (a.u.) = -285.38465
- relative energy (zero: lowest compared OMol25 entry of this formula, charge and spin) (eV) = 0.815
- multiplicity = 1
- SMILES = [H]/N=C1/C=CCO1

Each line ends with the Mulliken charge.
Positions of all 11 atoms, in Å:
H1 -2.427 -1.451 -0.034  0.273
N1 -1.593 -1.582 -0.609  -0.721
C1 -0.780 -0.645 -0.373  0.460
C2 0.587 -0.471 -0.909  -0.316
C3 1.191 0.478 -0.199  -0.311
C4 0.239 0.943 0.873  -0.306
O1 -1.018 0.390 0.494  -0.377
H2 0.975 -1.056 -1.731  0.414
H3 2.193 0.870 -0.344  0.392
H4 0.170 2.029 0.981  0.277
H5 0.463 0.495 1.850  0.214


What did the first record say?
The following is a quantum chemistry calculation of a 2-piece molecular cluster, C14H16O overall in a non-equilibrium geometry, from the Open Molecules 2025 dataset.

## Properties
- orbital gap (alpha / beta) (eV) = 7.70 / 3.87
- E_tot (a.u.) = -617.94784
- relative energy (zero: lowest compared OMol25 entry of this formula, charge and spin) (eV) = 2.395
- multiplicity = 2
- net charge = +1
- ⟨S²⟩ = 0.766

Each line ends with the Mulliken charge.
Positions of all 31 atoms, in Å:
C1 0.207 3.035 -4.336  -1.333
C2 -0.420 -0.445 -1.810  -0.534
C3 -1.032 0.745 -1.498  -0.414
C4 0.540 -0.461 -2.900  -0.786
C5 -0.724 1.877 -2.370  -0.325
C6 0.697 0.602 -3.776  -0.398
C7 0.056 1.806 -3.448  0.805
H1 -0.617 -1.245 -1.110  0.605
H2 -1.718 0.940 -0.589  0.326
H3 0.891 -1.450 -3.082  0.427
H4 -1.134 2.838 -2.108  0.361
H5 1.202 0.507 -4.765  0.287
H6 -0.724 3.698 -4.375  0.333
H7 0.401 2.588 -5.292  0.367
H8 1.112 3.583 -4.158  0.301
C8 -1.797 -0.070 4.435  -1.372
C9 0.971 -1.381 1.609  0.847
C10 0.922 -0.020 1.870  -0.414
C11 0.166 -2.368 2.173  -0.611
C12 0.115 0.476 2.892  -0.675
C13 -0.728 -1.830 3.067  -0.384
C14 -0.674 -0.415 3.515  0.899
O1 1.781 -1.993 0.585  -0.442
H9 1.542 0.693 1.376  0.402
H10 2.447 -1.316 0.207  0.392
H11 -0.014 -3.377 1.893  0.474
H12 0.301 1.552 3.210  0.337
H13 -1.436 -2.491 3.526  0.414
H14 -2.766 -0.298 4.055  0.374
H15 -1.640 1.016 4.597  0.345
H16 -1.898 -0.594 5.398  0.394


Q: Among the records above, which one has the lowest E_tot?
A: C55H43F2P3ReSi